[1]
Below is a structure of composition C48H50CdN3Sb2, with properties calculated with wB97M-V/def2-TZVPD.

energy relative to the best compared isomer or geometry (same formula, charge and spin) = 1.986 eV
net charge = +1
frontier orbital gap = 0.2039 hartree

XYZ file:
```
104
Properties=species:S:1:pos:R:3:forces:R:3
Cd -0.970 0.102 -1.819 -0.085 -0.026 -0.178
C -3.944 -1.572 -0.750 -0.131 0.002 0.066
C -3.485 -1.246 -1.984 0.184 -0.154 -0.059
C -3.183 0.204 -2.000 0.281 0.237 -0.194
C -3.578 0.695 -0.655 0.018 0.047 0.065
C -3.985 -0.371 0.079 -0.025 -0.077 0.126
C -4.445 -0.350 1.506 0.025 -0.036 -0.173
C -3.637 2.137 -0.245 -0.243 -0.342 0.070
C -3.618 1.000 -3.221 -0.099 -0.040 0.137
C -3.353 -2.146 -3.180 -0.121 0.121 0.114
C -4.429 -2.908 -0.280 0.054 0.085 0.018
H -5.494 -0.652 1.579 0.045 0.010 0.065
H -4.348 0.648 1.934 -0.024 -0.034 0.003
H -3.863 -1.043 2.120 -0.047 0.019 0.018
H -2.980 2.358 0.599 -0.188 -0.146 -0.066
H -4.651 2.401 0.067 -0.015 -0.017 -0.017
H -3.352 2.800 -1.060 -0.318 -0.415 0.338
H -4.712 1.051 -3.231 0.033 -0.002 -0.045
H -3.299 0.525 -4.149 0.008 0.017 -0.034
H -3.241 2.023 -3.202 -0.110 -0.171 -0.026
H -4.289 -2.191 -3.743 0.045 -0.007 -0.043
H -3.099 -3.166 -2.888 0.007 -0.016 -0.020
H -2.579 -1.795 -3.867 0.015 -0.016 -0.029
H -5.516 -2.894 -0.164 0.024 -0.039 0.003
H -4.014 -3.161 0.701 -0.020 -0.023 -0.053
H -4.178 -3.702 -0.984 -0.016 0.002 0.044
C -0.746 -5.657 -0.915 -0.011 0.081 0.038
C 0.133 -5.542 -1.990 -0.015 -0.074 -0.032
C 0.457 -4.299 -2.491 0.021 0.275 -0.099
C -0.107 -3.154 -1.915 -0.195 -0.597 0.228
C -0.996 -3.271 -0.850 0.157 0.201 -0.066
C -1.314 -4.522 -0.354 -0.039 -0.183 0.044
N 0.270 -1.846 -2.295 -0.418 0.070 0.563
N 1.161 -1.764 -3.132 0.603 -0.323 -0.454
C 1.734 -0.494 -3.335 0.328 0.671 -0.121
C 2.704 -0.422 -4.320 -0.037 -0.225 -0.015
C 3.448 0.738 -4.438 0.092 0.108 -0.016
C 3.201 1.779 -3.561 0.035 -0.067 0.004
C 2.177 1.638 -2.637 -0.116 0.121 0.097
N 1.439 0.535 -2.530 -0.516 -0.304 0.013
H -0.978 -6.632 -0.507 -0.020 0.013 -0.054
H 0.568 -6.429 -2.434 -0.015 0.054 0.034
H 1.147 -4.186 -3.316 0.001 -0.061 0.025
H -1.425 -2.381 -0.405 -0.041 0.027 0.018
H -2.005 -4.618 0.473 0.044 0.035 -0.004
H 2.871 -1.285 -4.951 0.041 0.010 0.062
H 4.231 0.820 -5.181 -0.039 -0.028 -0.008
H 3.792 2.684 -3.580 -0.057 0.002 0.003
H 1.960 2.442 -1.946 -0.097 0.032 0.050
C -0.530 1.080 1.332 0.549 -0.191 0.015
C 0.212 -0.047 2.080 -0.012 0.011 -0.036
C 1.286 -0.853 1.325 -0.108 0.400 -0.120
Sb 3.266 0.052 1.292 0.004 -0.305 0.085
C 4.187 -1.291 -0.118 -0.031 0.204 -0.013
C 3.742 -2.579 -0.413 -0.072 0.066 -0.042
C 4.501 -3.424 -1.214 -0.034 -0.032 -0.050
C 5.713 -2.990 -1.735 0.026 0.031 0.021
C 6.154 -1.698 -1.476 -0.053 0.000 0.024
C 5.390 -0.854 -0.677 -0.026 -0.109 -0.054
C 3.938 -1.039 3.025 -0.020 0.248 -0.001
C 3.898 -2.429 3.103 0.040 0.057 0.099
C 4.329 -3.082 4.251 -0.024 0.005 -0.022
C 4.805 -2.351 5.333 -0.006 -0.013 -0.018
C 4.855 -0.968 5.264 -0.013 0.042 -0.010
C 4.424 -0.315 4.114 -0.043 -0.067 -0.065
Sb 0.437 3.022 1.113 -0.380 0.041 -0.017
C -0.376 3.901 2.894 0.179 -0.079 -0.085
C -1.068 3.182 3.864 0.027 0.047 -0.023
C -1.609 3.832 4.968 0.005 -0.042 -0.013
C -1.455 5.204 5.113 -0.018 -0.014 -0.011
C -0.743 5.925 4.163 -0.002 0.036 -0.004
C -0.201 5.275 3.062 -0.006 -0.080 0.041
C -1.132 3.792 -0.183 0.403 0.154 -0.092
C -2.079 4.726 0.229 0.067 0.162 -0.099
C -2.990 5.262 -0.675 0.075 0.046 0.014
C -2.961 4.887 -2.013 0.081 0.125 -0.065
C -2.027 3.956 -2.440 0.258 0.278 -0.109
C -1.129 3.416 -1.526 0.145 0.321 0.057
H -1.480 1.273 1.828 -0.097 -0.020 -0.128
H -0.782 0.765 0.301 -0.041 0.026 0.327
H -0.554 -0.756 2.407 0.008 -0.006 0.088
H 0.655 0.360 2.997 -0.098 -0.029 0.048
H 0.977 -1.042 0.293 -0.030 -0.054 -0.074
H 1.416 -1.817 1.817 -0.010 -0.050 -0.059
H 2.798 -2.936 -0.013 0.014 -0.024 0.012
H 4.154 -4.431 -1.421 0.005 0.062 0.025
H 6.321 -3.662 -2.329 -0.057 0.048 -0.007
H 7.097 -1.353 -1.883 -0.044 -0.015 0.018
H 5.746 0.152 -0.473 0.022 -0.049 0.004
H 3.544 -3.017 2.266 -0.013 -0.025 -0.034
H 4.294 -4.164 4.300 0.012 0.037 0.000
H 5.141 -2.863 6.227 -0.011 0.019 -0.034
H 5.229 -0.395 6.104 -0.011 -0.019 -0.036
H 4.469 0.768 4.065 0.015 -0.022 0.037
H -1.184 2.107 3.777 -0.050 0.037 0.013
H -2.154 3.263 5.712 0.037 0.042 -0.026
H -1.887 5.709 5.969 0.040 -0.018 -0.033
H -0.609 6.994 4.281 -0.008 -0.058 -0.012
H 0.356 5.846 2.324 -0.026 0.019 0.045
H -2.117 5.045 1.263 -0.012 -0.013 0.018
H -3.723 5.982 -0.334 0.028 -0.012 -0.001
H -3.659 5.321 -2.718 0.013 -0.023 0.033
H -1.984 3.665 -3.483 0.039 0.064 0.047
H -0.389 2.713 -1.888 0.263 -0.076 -0.115
```
Positions in Å, forces in eV/Å.

[2]
Below is a structure of composition C48H50N3O4ReS, with properties calculated with wB97M-V/def2-TZVPD.

multiplicity = 4
energy relative to the best compared isomer or geometry (same formula, charge and spin) = 0.000 eV
net charge = +1
frontier orbital gap (alpha / beta) = 0.2961 / 0.2699 hartree

XYZ file:
```
107
Properties=species:S:1:pos:R:3:forces:R:3
Re -0.507 0.304 -0.723 -0.278 -0.128 0.119
C 4.218 -0.648 4.003 0.017 -0.011 0.007
C 3.294 0.447 3.518 -0.001 -0.006 -0.048
C 3.470 1.752 4.267 -0.006 0.010 0.010
O 1.938 0.018 3.630 -0.042 0.004 0.011
C 1.330 -0.077 2.360 0.050 0.000 -0.079
C 2.306 0.646 1.417 -0.039 -0.029 0.038
O 3.523 0.648 2.128 0.000 0.001 -0.002
C 2.558 -0.023 0.050 -0.058 -0.026 -0.067
O 1.343 -0.014 -0.697 0.169 0.051 -0.017
C 3.028 -1.464 0.217 -0.053 -0.023 -0.005
C 2.144 -2.529 0.081 0.019 -0.011 0.026
C 2.577 -3.836 0.269 0.001 0.020 -0.011
C 3.901 -4.090 0.592 0.000 0.005 0.004
C 4.790 -3.031 0.720 0.009 -0.002 0.002
C 4.359 -1.727 0.531 -0.007 -0.005 0.003
C 3.539 0.778 -0.808 -0.020 0.029 -0.018
C 3.847 0.263 -2.067 0.001 0.010 0.010
C 4.664 0.963 -2.937 -0.001 0.006 0.003
C 5.191 2.192 -2.558 -0.001 -0.018 -0.008
C 4.895 2.707 -1.308 -0.004 -0.004 0.009
C 4.070 2.005 -0.434 0.012 -0.032 -0.008
C -0.092 0.513 2.437 0.021 -0.218 0.086
O -0.706 0.346 1.173 -0.038 0.343 -0.084
C -0.993 -0.280 3.387 -0.011 -0.048 0.004
C -2.295 0.187 3.573 -0.011 0.008 0.007
C -3.209 -0.534 4.324 0.020 -0.001 -0.003
C -2.831 -1.739 4.907 0.000 0.008 0.000
C -1.539 -2.205 4.733 -0.018 0.006 -0.001
C -0.623 -1.481 3.975 0.014 0.019 0.004
C -0.066 1.989 2.821 -0.026 0.025 -0.043
C -0.151 2.997 1.869 0.007 0.025 -0.015
C -0.081 4.336 2.235 -0.005 -0.019 0.014
C 0.070 4.682 3.569 -0.001 -0.012 0.005
C 0.145 3.682 4.530 -0.005 0.003 -0.007
C 0.077 2.349 4.159 0.004 -0.022 0.014
H 4.104 -0.783 5.079 -0.004 -0.010 -0.008
H 5.252 -0.379 3.788 -0.003 -0.002 0.016
H 3.981 -1.582 3.494 0.004 0.003 -0.012
H 3.140 1.634 5.299 0.016 0.005 0.001
H 2.878 2.537 3.796 -0.009 -0.002 0.003
H 4.520 2.044 4.262 -0.008 0.003 -0.007
H 1.230 -1.126 2.060 0.020 -0.001 0.002
H 1.967 1.672 1.226 -0.011 0.010 0.019
H 1.110 -2.345 -0.181 -0.008 -0.002 -0.003
H 1.876 -4.654 0.158 0.002 0.005 0.000
H 4.241 -5.107 0.736 0.000 0.006 -0.001
H 5.828 -3.221 0.961 -0.005 0.000 0.001
H 5.058 -0.907 0.622 0.003 -0.003 0.005
H 3.442 -0.699 -2.359 -0.002 0.009 0.000
H 4.898 0.547 -3.909 -0.001 0.003 0.004
H 5.837 2.739 -3.233 -0.001 -0.002 0.002
H 5.311 3.658 -1.000 -0.003 -0.002 0.001
H 3.876 2.417 0.546 -0.006 0.008 0.007
H -2.583 1.136 3.134 0.004 -0.013 -0.001
H -4.211 -0.150 4.473 0.004 -0.001 0.002
H -3.538 -2.301 5.503 0.004 0.002 -0.002
H -1.232 -3.135 5.192 0.001 -0.003 0.001
H 0.384 -1.859 3.870 0.000 -0.001 0.000
H -0.280 2.752 0.820 0.000 -0.002 0.001
H -0.146 5.105 1.477 0.003 -0.005 0.000
H 0.123 5.723 3.859 -0.001 -0.005 0.001
H 0.258 3.942 5.574 -0.001 0.000 -0.002
H 0.138 1.574 4.913 0.000 0.008 -0.002
C -1.229 3.115 -6.809 0.008 0.016 0.006
C -2.313 2.832 -5.783 -0.016 0.032 0.074
N -1.731 2.716 -4.435 0.080 -0.028 -0.097
C -1.536 1.587 -3.743 0.006 0.120 0.062
S -0.071 1.474 -2.821 -0.169 -0.012 -0.060
N -2.398 0.584 -3.767 -0.071 -0.075 -0.074
C -3.816 0.605 -4.133 0.016 -0.013 0.024
C -4.136 -0.370 -5.254 0.028 0.004 0.006
H -1.670 3.209 -7.801 0.002 0.005 0.005
H -0.495 2.309 -6.831 -0.005 0.004 -0.002
H -0.710 4.049 -6.585 0.000 -0.005 -0.003
H -2.825 1.907 -6.025 0.022 -0.036 -0.007
H -3.056 3.631 -5.772 -0.025 -0.013 -0.006
H -1.048 3.429 -4.218 0.017 -0.022 -0.002
H -2.075 -0.260 -3.305 -0.004 0.012 0.029
H -4.105 1.624 -4.377 0.012 0.011 -0.005
H -4.375 0.326 -3.236 -0.001 -0.009 0.017
H -3.604 -0.119 -6.171 -0.003 -0.004 0.003
H -5.205 -0.366 -5.463 -0.002 0.002 0.006
H -3.851 -1.384 -4.967 -0.001 0.000 -0.010
C -5.110 0.777 0.123 0.059 0.034 0.043
C -3.724 0.792 -0.313 -0.075 0.011 -0.078
N -2.631 0.773 -0.652 0.247 -0.008 -0.015
H -5.534 1.777 0.053 0.006 0.007 -0.002
H -5.145 0.438 1.158 0.017 -0.009 -0.002
H -5.682 0.088 -0.497 0.016 -0.013 -0.009
C -3.664 -4.259 0.542 0.003 0.026 0.039
C -3.323 -3.029 1.143 -0.003 -0.034 -0.024
C -2.511 -2.140 0.497 0.042 -0.032 -0.027
C -1.981 -2.421 -0.792 -0.069 0.060 -0.056
C -1.113 -1.523 -1.515 0.028 0.114 0.230
C -0.608 -1.926 -2.733 0.171 -0.117 -0.081
C -0.956 -3.168 -3.314 0.025 0.058 0.017
C -1.797 -4.013 -2.657 -0.024 -0.003 0.043
C -2.319 -3.666 -1.384 -0.035 -0.014 -0.039
C -3.170 -4.565 -0.691 0.024 -0.011 -0.038
H -4.300 -4.961 1.065 -0.009 0.013 -0.003
H -3.686 -2.789 2.136 0.011 -0.019 -0.003
H -2.237 -1.227 1.005 0.026 -0.006 0.013
H 0.102 -1.298 -3.260 -0.063 -0.006 0.027
H -0.537 -3.437 -4.275 0.001 -0.018 0.009
H -2.067 -4.970 -3.085 -0.004 0.007 -0.002
H -3.409 -5.511 -1.162 -0.004 0.004 0.002
```
Positions in Å, forces in eV/Å.

[3]
Below is a structure of composition C48H51ClF8N2NbO2, with properties calculated with wB97M-V/def2-TZVPD.

energy relative to the best compared isomer or geometry (same formula, charge and spin) = 0.000 eV
net charge = -1
frontier orbital gap = 0.2523 hartree

XYZ file:
```
113
Properties=species:S:1:pos:R:3:forces:R:3
C 1.053 -1.929 1.131 0.368 -0.511 -0.091
C 0.513 -3.037 0.210 -0.381 0.525 0.278
C 0.290 -2.590 -1.229 0.573 -0.080 -0.424
F -0.319 -1.315 -1.149 -0.353 0.120 -0.033
Nb 2.143 -2.675 -2.572 2.145 1.380 -0.903
N 3.470 -2.114 -1.035 -1.157 -0.814 -0.590
Cl 3.802 -2.657 -4.387 -0.697 -0.104 0.378
C 1.618 -0.466 -2.939 0.744 -0.326 -0.230
N 2.694 0.267 -3.700 -0.423 -0.062 0.347
C 2.344 -4.904 -2.104 -0.038 0.190 0.702
C 3.693 -5.378 -1.659 -0.212 -0.903 0.964
O 3.860 -6.218 -0.782 0.006 0.901 -0.972
O 4.795 -4.877 -2.288 0.334 -0.431 0.501
H 2.004 -2.233 1.562 0.199 0.006 0.121
H 0.370 -1.764 1.950 -0.136 0.196 0.144
H 1.220 -0.997 0.610 -0.119 0.243 -0.123
H -0.457 -3.335 0.608 -0.178 -0.164 0.079
H 1.143 -3.912 0.282 0.154 -0.224 -0.196
H -0.455 -3.223 -1.701 -0.129 -0.216 -0.020
H 0.906 -3.148 -3.846 -0.195 -0.039 0.303
H 3.629 -2.811 -0.316 0.249 0.075 0.232
H 3.254 -1.236 -0.585 0.203 0.237 0.173
H 0.732 -0.425 -3.561 -0.382 0.022 0.153
H 1.451 0.040 -1.989 -0.463 -0.036 0.178
H 3.515 0.315 -3.110 0.282 -0.166 -0.080
H 2.386 1.232 -3.762 0.023 0.143 -0.120
H 1.668 -5.193 -1.307 -0.195 -0.245 0.037
H 2.041 -5.472 -2.980 0.127 0.108 -0.396
H 4.764 -3.916 -2.366 -0.311 0.173 -0.549
F -0.403 -0.252 3.443 -0.083 0.059 0.137
C 0.340 0.784 3.879 0.050 0.060 -0.029
C 1.704 0.626 4.011 0.098 -0.136 0.000
C 2.456 1.703 4.456 -0.109 0.063 -0.004
C 1.844 2.914 4.761 0.008 -0.117 -0.036
C 0.469 3.044 4.616 0.120 -0.063 -0.002
C -0.292 1.974 4.169 -0.234 0.106 -0.014
H 2.160 -0.324 3.766 -0.023 -0.003 -0.031
H 3.527 1.598 4.561 0.023 -0.016 0.001
H 2.434 3.747 5.107 -0.011 -0.069 -0.029
H -0.016 3.982 4.851 -0.025 0.019 0.012
H -1.363 2.055 4.036 -0.002 -0.029 0.018
F 2.803 5.661 5.902 0.066 0.218 0.096
C 1.926 6.601 6.314 -0.070 0.064 0.010
C 2.128 7.214 7.533 0.114 -0.037 0.105
C 1.222 8.178 7.949 -0.054 -0.003 -0.070
C 0.135 8.509 7.151 -0.022 0.032 0.019
C -0.045 7.876 5.930 0.033 0.017 0.069
C 0.857 6.914 5.500 -0.029 -0.063 -0.143
H 2.978 6.936 8.140 0.012 -0.013 -0.020
H 1.366 8.672 8.900 0.010 -0.003 0.027
H -0.570 9.259 7.482 -0.013 0.009 0.003
H -0.892 8.129 5.307 -0.010 0.002 -0.027
H 0.741 6.414 4.548 0.021 -0.019 0.002
F -6.541 2.940 4.200 0.005 -0.001 0.005
C -5.772 1.896 3.814 0.070 -0.117 -0.018
C -6.081 0.632 4.273 -0.124 -0.036 0.085
C -5.293 -0.435 3.864 0.050 0.064 -0.062
C -4.214 -0.227 3.015 0.004 -0.058 0.027
C -3.920 1.055 2.574 0.017 -0.073 0.005
C -4.703 2.127 2.974 0.043 0.152 -0.032
H -6.925 0.491 4.934 -0.009 0.019 -0.006
H -5.526 -1.434 4.207 -0.011 -0.016 0.023
H -3.604 -1.060 2.696 0.027 0.001 -0.004
H -3.080 1.224 1.914 0.001 0.006 -0.031
H -4.490 3.130 2.635 0.030 0.031 0.045
F -0.257 -5.973 0.132 -0.004 -0.087 0.006
C -1.396 -6.646 0.344 -0.075 -0.029 0.002
C -1.783 -7.610 -0.566 0.047 -0.062 -0.126
C -2.963 -8.303 -0.340 -0.016 0.045 0.077
C -3.737 -8.023 0.778 -0.042 -0.032 0.002
C -3.328 -7.047 1.676 0.014 -0.039 -0.064
C -2.148 -6.351 1.464 0.000 0.081 0.112
H -1.166 -7.805 -1.432 0.029 0.023 0.013
H -3.278 -9.064 -1.041 -0.001 -0.008 -0.029
H -4.658 -8.565 0.947 -0.013 -0.004 0.004
H -3.932 -6.824 2.546 -0.001 0.007 0.026
H -1.807 -5.589 2.152 0.023 0.017 -0.028
F -3.054 3.267 0.207 0.011 0.018 0.017
C -4.070 3.400 -0.673 -0.077 -0.017 -0.056
C -5.301 3.804 -0.204 -0.079 0.102 0.153
C -6.347 3.950 -1.103 0.086 -0.059 -0.155
C -6.145 3.682 -2.451 -0.013 -0.024 -0.011
C -4.897 3.266 -2.899 -0.048 0.059 0.050
C -3.845 3.126 -2.005 0.160 -0.045 -0.072
H -5.433 4.002 0.849 -0.028 0.021 0.019
H -7.318 4.267 -0.749 -0.012 0.007 0.021
H -6.962 3.789 -3.151 -0.005 -0.003 -0.015
H -4.736 3.040 -3.945 -0.039 0.039 0.112
H -2.864 2.806 -2.331 0.000 -0.028 0.022
F -4.634 2.077 -5.886 -0.023 -0.025 -0.131
C -3.910 2.619 -6.890 0.088 0.015 -0.068
C -2.738 2.000 -7.271 0.055 -0.145 0.077
C -1.997 2.562 -8.300 -0.047 0.070 -0.029
C -2.431 3.724 -8.922 0.016 0.013 -0.026
C -3.612 4.328 -8.516 0.062 -0.053 -0.006
C -4.365 3.774 -7.492 -0.138 0.073 0.042
H -2.415 1.099 -6.767 -0.012 0.000 0.013
H -1.077 2.089 -8.614 0.026 -0.018 0.019
H -1.847 4.159 -9.722 0.009 0.009 -0.011
H -3.950 5.237 -8.996 -0.022 0.017 -0.009
H -5.291 4.225 -7.161 0.003 -0.011 0.024
F 10.979 -2.081 -2.971 -0.006 -0.011 0.008
C 9.909 -2.757 -2.484 -0.081 -0.052 0.026
C 9.491 -3.901 -3.131 0.074 -0.058 -0.118
C 8.397 -4.589 -2.627 0.016 0.055 0.042
C 7.738 -4.129 -1.497 0.054 0.016 0.124
C 8.176 -2.971 -0.869 0.048 -0.060 -0.074
C 9.273 -2.276 -1.360 0.030 0.124 0.084
H 10.015 -4.239 -4.015 0.015 0.019 0.001
H 8.053 -5.488 -3.120 -0.034 -0.003 -0.028
H 6.884 -4.667 -1.116 -0.061 -0.026 -0.021
H 7.657 -2.603 0.006 -0.009 0.014 0.016
H 9.632 -1.373 -0.883 0.004 0.010 -0.028
```
Positions in Å, forces in eV/Å.